1.
73
Properties=species:S:1:pos:R:3:lowdin_charge:R:1 method="wB97M-V/def2-TZVPD" total_energy_ev=-99678.29362 e_lumo_ev=-11.27 e_homo_ev=-14.76 charge=+3 orbital_gap_ha=0.128
Mo -1.7091 0.1520 2.0065 0.537
C 3.2746 -1.5098 -0.2293 -0.040
N 2.2318 -0.8059 0.5355 -0.075
C 0.9206 -0.7590 0.3314 -0.134
N 0.3508 -0.0678 1.3324 -0.138
C 1.4112 0.2774 2.1313 -0.207
N 2.5445 -0.1570 1.6646 0.174
C 3.0708 -1.3970 -1.7164 -0.221
C 3.4060 -2.4685 -2.5403 -0.018
C 3.3050 -2.3452 -3.9212 -0.024
C 2.8515 -1.1654 -4.4898 0.023
C 2.5061 -0.0981 -3.6633 -0.119
C 2.6291 -0.2130 -2.2816 0.011
C 1.9982 1.1524 -4.2090 -0.284
N 1.8349 1.5316 -5.4307 0.148
N 1.2779 2.7969 -5.3827 0.148
C 1.1404 3.0973 -4.1353 -0.274
O 1.5752 2.0936 -3.3223 0.093
C 0.5536 4.2621 -3.4894 -0.122
C -0.0077 5.3080 -4.2221 0.023
C -0.6139 6.3573 -3.5518 -0.022
C -0.6882 6.3626 -2.1622 -0.005
C -0.1167 5.3262 -1.4350 -0.210
C -0.1991 5.2664 0.0693 -0.033
N -0.9401 4.0552 0.4720 -0.071
C -0.4874 2.8910 0.8997 -0.091
N -1.5213 2.0335 1.0259 -0.113
C -2.6018 2.7931 0.6289 -0.194
N -2.2701 3.9970 0.2918 0.185
C 0.5177 4.2905 -2.1003 0.015
H 3.2496 -2.5536 0.0894 0.132
H 4.2120 -1.0702 0.1141 0.151
H 0.4229 -1.1682 -0.5365 0.152
H 1.3264 0.8448 3.0446 0.123
H 3.7658 -3.3950 -2.1103 0.124
H 3.5794 -3.1761 -4.5556 0.124
H 2.7623 -1.0605 -5.5622 0.134
H 2.4048 0.6469 -1.6631 0.119
H 0.0315 5.2852 -5.3022 0.133
H -1.0474 7.1722 -4.1135 0.124
H -1.1865 7.1768 -1.6523 0.125
H -0.7446 6.1091 0.4893 0.142
H 0.7779 5.2005 0.5502 0.143
H 0.5490 2.6869 1.1134 0.141
H -3.6108 2.4235 0.5890 0.087
H 0.9852 3.4880 -1.5431 0.112
S -5.2687 2.6706 3.5046 0.168
Sb -5.0969 0.5571 3.8456 0.405
S -3.6708 -0.3444 1.3772 0.172
S -1.7564 0.4298 4.0500 0.228
S -5.5341 -1.3287 4.7731 0.190
C 0.4284 -4.0235 0.0120 -0.152
C -0.9861 -3.8561 0.5368 -0.359
Sb -1.2299 -2.6327 2.2861 1.444
C -2.8152 -3.6217 3.3263 -0.398
C -4.0512 -3.8579 2.4741 -0.183
C 0.5738 -2.8509 3.4157 -0.396
C 0.6998 -4.2512 4.0024 -0.147
H 0.4397 -4.8567 -0.6911 0.102
H 1.1371 -4.2625 0.8052 0.072
H 0.7892 -3.1474 -0.5342 0.041
H -1.3625 -4.8087 0.9218 0.072
H -1.6879 -3.5310 -0.2313 0.070
H -3.0338 -3.0557 4.2340 0.034
H -2.3664 -4.5700 3.6371 0.071
H -4.5203 -2.9239 2.1539 0.013
H -4.7936 -4.4095 3.0509 0.095
H -3.8313 -4.4500 1.5858 0.077
H 0.5766 -2.0836 4.1924 0.056
H 1.3979 -2.6325 2.7325 0.044
H -0.0814 -4.4559 4.7336 0.078
H 1.6565 -4.3480 4.5155 0.097
H 0.6653 -5.0229 3.2322 0.077


2.
36
Properties=species:S:1:pos:R:3:lowdin_charge:R:1 method="wB97M-V/def2-TZVPD" total_energy_ev=-36232.78955 e_lumo_ev=2.19 de_lowest_kcal_mol=20.8 e_homo_ev=-3.83 charge=-1 orbital_gap_ha=0.221
Pt 0.9607 0.3869 0.4633 0.707
C -1.5319 -0.9572 -0.5305 -0.070
N -0.8782 0.3608 -0.7719 -0.352
C -0.6564 0.4972 -2.2235 -0.068
C -1.7085 1.4441 -0.2580 -0.205
C -1.7441 1.4030 1.2550 -0.202
N -0.4172 1.5288 1.9051 -0.377
C 0.0343 2.9382 1.8417 -0.155
C -0.5207 1.0773 3.3132 -0.097
H -2.5308 -0.9723 -0.9915 0.098
H -1.6138 -1.1726 0.5285 0.078
H -0.9234 -1.7399 -0.9635 0.082
H -1.6207 0.5149 -2.7447 0.095
H -0.0612 -0.3302 -2.5928 0.082
H -0.1100 1.4167 -2.4274 0.098
H -2.7277 1.3674 -0.6471 0.127
H -1.2987 2.3920 -0.6061 0.118
H -2.1716 0.4569 1.5676 0.104
H -2.4000 2.1949 1.6216 0.123
H -0.7360 3.6002 2.2646 0.089
H 0.2419 3.2259 0.8157 0.070
H 0.9536 3.0458 2.4036 0.007
H -1.2144 1.7182 3.8735 0.091
H 0.4562 1.1148 3.7782 0.035
H -0.8780 0.0499 3.3372 0.092
O 3.0891 -4.4910 -2.9276 0.105
C 2.5173 -3.6233 -2.3223 -0.275
C 1.8188 -3.7592 -0.9751 -0.294
O 1.5870 -4.7922 -0.3899 0.088
C 1.4812 -2.3837 -0.5709 -0.363
C 1.9362 -1.4747 -1.5297 -0.307
O 1.9198 -0.1689 -1.3510 -0.222
C 2.3783 -2.1685 -2.7360 -0.318
O 2.5383 -1.7083 -3.8535 0.052
O 0.8637 -2.0010 0.4732 -0.153
I 2.9669 1.0090 1.9711 0.118


3.
95
Properties=species:S:1:pos:R:3:lowdin_charge:R:1 method="wB97M-V/def2-TZVPD" total_energy_ev=-161436.80496 e_lumo_ev=1.85 de_lowest_kcal_mol=24.9 e_homo_ev=-3.80 charge=-1 orbital_gap_ha=0.208
Sr 0.3266 -1.6601 1.2115 0.946
C -0.8805 -4.0607 5.0456 -0.063
C -0.0020 -3.8210 3.9803 -0.148
N -0.2952 -2.6708 3.3800 -0.076
N -1.3623 -2.1521 4.0395 -0.044
C -1.7296 -2.9723 5.0399 -0.090
B -2.0242 -0.8011 3.6537 -0.523
N -0.9489 0.3264 3.5815 -0.054
C -0.7534 1.3130 4.4776 -0.095
C 0.2373 2.1456 3.9967 -0.061
C 0.5979 1.5742 2.7694 -0.184
N -0.1169 0.4795 2.5229 -0.083
N -2.7610 -0.9075 2.2916 -0.045
C -4.0807 -0.7367 2.0785 -0.098
C -4.3331 -0.9160 0.7351 -0.057
C -3.0775 -1.2097 0.1852 -0.157
N -2.1340 -1.1980 1.1226 -0.063
H -0.9002 -4.9058 5.7130 0.087
H 0.8193 -4.4168 3.6091 0.085
H -2.5653 -2.7236 5.6746 0.114
H -2.8301 -0.5211 4.5072 0.117
H -1.3352 1.3539 5.3847 0.119
H 0.6369 3.0307 4.4626 0.091
H 1.3398 1.9026 2.0550 0.110
H -4.7412 -0.4971 2.8969 0.115
H -5.2809 -0.8492 0.2279 0.089
H -2.8150 -1.4437 -0.8374 0.091
S -0.3014 -3.2453 -1.1387 0.457
C 1.2136 -4.0503 -1.4750 -0.806
C 1.3501 -4.5080 -2.8437 -0.308
N 1.4278 -4.8260 -3.9504 0.144
C 2.2546 -4.2543 -0.6210 -0.815
S 2.3694 -3.7605 1.0437 0.459
C 3.4321 -4.9135 -1.1613 -0.320
N 4.3865 -5.4061 -1.5807 0.128
S 3.0144 -0.5676 -1.2064 0.594
C 2.7340 -0.8016 -2.8642 -0.831
N 2.0990 0.1162 -3.6162 0.025
C 1.7730 -0.0532 -5.0267 -0.169
C 1.6715 -1.5356 -5.3350 -0.165
C 2.9455 -2.2207 -4.8878 -0.177
N 3.1837 -1.8997 -3.4830 0.037
H 1.7776 0.9314 -3.1222 0.086
H 2.5487 0.4052 -5.6488 0.115
H 0.8320 0.4589 -5.2280 0.116
H 1.4952 -1.6984 -6.3984 0.118
H 0.8372 -1.9622 -4.7765 0.096
H 3.7932 -1.8853 -5.4932 0.117
H 2.8560 -3.2999 -4.9732 0.084
H 3.5467 -2.6167 -2.8721 0.108
C 2.1404 5.0251 -2.4005 -0.100
C 0.7956 5.3740 -2.3627 -0.096
C -0.1529 4.4739 -1.8907 -0.099
C 0.2288 3.2119 -1.4403 -0.367
C 1.5844 2.8814 -1.4602 -0.164
C 2.5334 3.7724 -1.9508 -0.085
As -0.9203 1.8158 -0.6660 1.378
C -2.4251 2.8226 0.0811 -0.354
C -2.7061 2.4854 1.4061 -0.118
C -3.7436 3.0967 2.1006 -0.078
C -4.5222 4.0589 1.4762 -0.096
C -4.2592 4.4025 0.1549 -0.091
C -3.2209 3.7912 -0.5348 -0.129
C -1.6990 1.0396 -2.2950 -0.369
C -2.8536 1.4667 -2.9499 -0.102
C -3.3982 0.7163 -3.9841 -0.095
C -2.8191 -0.4919 -4.3539 -0.088
C -1.6810 -0.9376 -3.6970 -0.100
C -1.1144 -0.1649 -2.6897 -0.176
H 2.8765 5.7296 -2.7696 0.096
H 0.4788 6.3530 -2.7021 0.097
H -1.1899 4.7761 -1.8783 0.074
H 1.9134 1.9139 -1.0907 0.015
H 3.5778 3.4823 -1.9664 0.105
H -2.1078 1.7281 1.8975 0.059
H -3.9372 2.8159 3.1294 0.103
H -5.3332 4.5390 2.0106 0.097
H -4.8671 5.1488 -0.3433 0.098
H -3.0478 4.0826 -1.5602 0.075
H -3.3594 2.3710 -2.6491 0.073
H -4.2971 1.0627 -4.4803 0.096
H -3.2700 -1.0981 -5.1304 0.099
H -1.2621 -1.9128 -3.9111 0.087
H -0.2452 -0.5519 -2.1669 0.041
I 2.9553 -0.5740 7.1052 0.838
C 3.4276 -0.8603 5.0961 -0.716
C 4.7316 -1.0989 4.6962 -0.141
C 4.9790 -1.2684 3.3446 -0.048
C 3.9209 -1.1930 2.4527 -0.169
N 2.6670 -0.9612 2.8466 0.029
C 2.4200 -0.8029 4.1473 -0.221
H 5.5323 -1.1561 5.4212 0.094
H 5.9798 -1.4680 2.9856 0.109
H 4.0693 -1.3382 1.3896 0.051
H 1.3894 -0.6289 4.4363 0.077